1.
Entry from OMol25: a single C12H20N4O4 molecule at a distorted geometry (ωB97M-V with the def2-TZVPD basis set).

E_tot (eV): -26920.7829
HOMO (eV): -9.25
LUMO (eV): 0.714
Charge: 0
Structure (SMILES): CNC(=O)[C@@H](CC(N)=O)NC(=O)[C@H]1CCCN1C(C)=O
HOMO-LUMO gap (eV): 9.96

```
40
C12H20N4O4 ωB97M-V with the def2-TZVPD basis set
C -1.626 5.066 -2.038
N -1.646 3.668 -1.632
C -0.555 2.959 -1.286
O 0.560 3.481 -1.279
C -0.732 1.459 -1.025
C -0.932 0.757 -2.359
C -2.382 0.465 -2.563
N -2.834 -0.692 -2.153
O -3.132 1.322 -2.953
N 0.411 0.872 -0.351
C 0.258 -0.110 0.521
O -0.825 -0.515 0.937
C 1.568 -0.760 1.109
C 2.002 -0.118 2.460
C 1.506 -1.081 3.557
C 1.503 -2.436 2.853
N 1.450 -2.183 1.378
C 1.415 -3.191 0.458
C 1.149 -4.596 0.881
O 1.581 -2.994 -0.738
H -1.073 5.166 -2.971
H -1.140 5.699 -1.263
H -2.615 5.493 -2.245
H -2.535 3.159 -1.671
H -1.651 1.295 -0.447
H -0.387 -0.187 -2.473
H -0.645 1.412 -3.187
H -3.834 -0.784 -2.256
H -2.220 -1.335 -1.662
H 1.329 1.198 -0.666
H 2.367 -0.606 0.366
H 1.605 0.873 2.576
H 3.107 -0.088 2.536
H 2.212 -1.114 4.377
H 0.505 -0.823 3.908
H 2.422 -2.960 3.103
H 0.639 -3.003 3.165
H 1.226 -5.287 0.056
H 0.150 -4.573 1.297
H 1.800 -4.909 1.679
```

---

2.
Entry from OMol25: a molecular structure, C3H2HgO3 at a distorted geometry (ωB97M-V with the def2-TZVPD basis set).

E_tot (eV): -13449.6779
HOMO (alpha / beta) (eV): -14.65 / -14.80
LUMO (alpha / beta) (eV): -5.230 / -7.801
Charge: +1
⟨S²⟩: 0.752
HOMO-LUMO gap (alpha / beta) (eV): 9.42 / 7.00
2S+1: 2

```
9
C3H2HgO3 ωB97M-V with the def2-TZVPD basis set
C 0.171 -0.742 -0.259
C 0.031 0.711 -0.155
O 1.103 1.365 0.672
C -0.039 1.414 1.259
O -0.597 1.758 2.234
O -0.346 -1.375 -1.163
H 0.774 -1.230 0.533
H -0.277 1.297 -1.024
Hg -0.819 -3.199 -2.098
```

---

3.
Entry from OMol25: 18 unconnected molecules or ions with the total composition C6H50NO19 at a distorted geometry (ωB97M-V with the def2-TZVPD basis set).

E_tot (eV): -47415.1055
HOMO (eV): -12.62
LUMO (eV): -2.519
Charge: +1
HOMO-LUMO gap (eV): 10.10

```
76
C6H50NO19 ωB97M-V with the def2-TZVPD basis set
C 1.115 -1.937 -3.494
O 0.168 -2.611 -2.608
C 0.247 -2.296 -1.174
C -0.438 -0.947 -0.851
N -0.462 -0.898 0.603
H -1.015 -1.807 0.794
H 0.464 -1.021 0.944
C -1.322 0.085 1.262
C -0.612 1.474 1.431
O -1.560 2.403 1.952
C -1.196 3.779 1.845
H 2.202 -2.024 -3.155
H 0.878 -0.899 -3.557
H 0.985 -2.281 -4.404
H 1.307 -2.087 -0.895
H -0.145 -3.190 -0.773
H -1.430 -1.116 -1.366
H -0.010 -0.172 -1.335
H -1.610 -0.180 2.257
H -2.269 -0.030 0.782
H -0.322 1.789 0.423
H 0.230 1.405 2.142
H -1.964 4.587 2.180
H -1.019 3.958 0.837
H -0.255 4.092 2.374
O 2.829 0.918 -4.184
H 1.877 1.064 -4.236
H 2.963 1.142 -3.258
O 2.117 4.981 3.272
H 1.152 5.376 3.411
H 2.185 4.651 4.115
O 2.083 -0.922 1.563
H 2.395 -0.830 2.477
H 2.854 -1.443 1.238
O -0.273 -3.490 1.714
H -0.831 -4.212 1.596
H -0.371 -2.888 2.656
O 0.192 -1.974 3.776
H -0.482 -1.811 4.443
H 0.934 -1.856 4.367
O 3.039 -1.120 -7.023
H 2.074 -1.001 -7.497
H 2.882 -0.738 -6.141
O -2.888 -4.673 -0.796
H -2.805 -4.055 -0.052
H -3.912 -4.865 -1.166
O -2.089 1.436 5.256
H -2.504 0.976 4.452
H -2.763 2.142 5.156
O -3.328 3.788 5.219
H -3.784 4.093 4.367
H -3.437 4.460 5.903
O 2.126 3.922 0.501
H 2.847 4.513 0.212
H 1.763 4.075 1.372
O -0.790 3.046 -1.892
H -0.035 2.650 -2.381
H -1.635 3.181 -2.471
O -4.264 2.248 1.414
H -3.397 2.389 1.891
H -3.989 2.409 0.434
O 0.036 1.348 -4.056
H -0.210 2.058 -4.785
H -0.646 0.803 -4.325
O 3.635 -2.484 -0.134
H 4.144 -1.788 -0.634
H 3.291 -3.176 -0.831
O 4.527 -0.396 -1.939
H 4.603 -0.716 -2.784
H 5.400 -0.081 -1.614
O 0.881 -5.494 -2.075
H 0.367 -4.779 -2.617
H 0.875 -6.255 -2.751
O -3.459 -2.287 0.731
H -4.327 -1.857 0.298
H -3.818 -2.548 1.597
```

---

4.
Entry from OMol25: a molecular structure, C44H49BrI3N2O6P2 at a distorted geometry (ωB97M-V with the def2-TZVPD basis set).

E_tot (eV): -174596.8395
HOMO (eV): -10.80
LUMO (eV): -3.901
Charge: +1
HOMO-LUMO gap (eV): 6.90

```
107
C44H49BrI3N2O6P2 ωB97M-V with the def2-TZVPD basis set
C 10.531 3.993 3.376
C 9.194 3.106 2.903
C 9.428 1.486 3.002
C 8.255 0.675 3.831
C 6.808 1.183 3.228
C 5.553 0.189 3.579
C 4.719 -0.342 2.237
C 3.461 0.652 1.850
C 3.947 2.037 1.046
C 4.581 1.488 -0.357
C 4.953 2.804 -1.258
Br 6.751 3.621 -0.852
C 3.715 3.856 -1.375
I 2.285 2.785 -2.727
N 3.055 4.295 -0.070
P 4.077 5.562 0.649
O 5.139 5.029 1.722
P 1.563 5.146 -0.679
N 1.984 6.198 -2.106
O 0.955 6.328 0.432
C 2.721 3.137 0.877
C 2.010 3.568 2.283
I 0.209 2.258 2.523
C 2.915 3.550 3.632
C 2.218 2.738 4.918
I 3.009 5.651 4.406
H 10.301 5.101 3.052
H 11.528 3.593 2.911
H 10.532 3.987 4.562
H 8.306 3.521 3.546
H 8.969 3.391 1.771
H 10.505 1.298 3.429
H 9.429 1.014 1.907
H 8.399 0.865 4.977
H 8.408 -0.465 3.607
H 6.577 2.215 3.781
H 6.807 1.395 2.076
H 5.988 -0.779 4.089
H 4.808 0.681 4.358
H 4.214 -1.363 2.593
H 5.412 -0.630 1.342
H 2.907 0.874 2.854
H 2.740 0.041 1.124
H 4.859 2.442 1.684
H 3.934 0.679 -0.917
H 5.625 0.953 -0.132
H 5.093 2.374 -2.367
H 4.182 4.804 -1.931
H 4.895 6.184 -0.403
H 3.381 6.643 1.291
H 1.289 7.003 -2.121
H 2.941 6.635 -1.940
H 1.481 7.168 0.286
H 1.877 2.526 0.288
H 1.508 4.650 2.271
H 4.033 3.248 3.526
H 2.972 2.929 5.823
H 1.200 3.225 5.260
H 2.182 1.581 4.773
C -0.524 -0.992 2.746
C 0.435 -2.002 2.664
C 0.158 -3.171 1.954
C -1.087 -3.337 1.334
C -2.054 -2.338 1.437
C -1.767 -1.157 2.135
C -3.387 -2.523 0.829
O -4.236 -1.644 0.916
C -3.686 -3.785 0.124
C -4.965 -3.997 -0.407
C -5.252 -5.183 -1.088
C -4.263 -6.152 -1.248
C -2.989 -5.946 -0.716
C -2.704 -4.764 -0.020
C -1.365 -4.570 0.571
O -0.496 -5.424 0.434
H -0.304 -0.077 3.291
H 1.400 -1.878 3.150
H 0.913 -3.953 1.890
H -2.513 -0.367 2.208
H -5.742 -3.244 -0.289
H -6.247 -5.348 -1.495
H -4.484 -7.073 -1.785
H -2.224 -6.709 -0.840
C -12.331 -1.834 -2.901
C -11.361 -2.166 -1.956
C -10.176 -2.783 -2.359
C -9.965 -3.080 -3.711
C -10.946 -2.771 -4.652
C -12.127 -2.136 -4.248
C -10.755 -3.124 -6.074
O -11.615 -2.849 -6.902
C -9.519 -3.821 -6.481
C -9.351 -4.214 -7.815
C -8.179 -4.862 -8.212
C -7.170 -5.110 -7.281
C -7.337 -4.725 -5.950
C -8.518 -4.088 -5.548
C -8.700 -3.716 -4.131
O -7.816 -3.938 -3.312
H -13.251 -1.345 -2.588
H -11.526 -1.943 -0.904
H -9.420 -3.034 -1.616
H -12.891 -1.879 -4.979
H -10.132 -4.021 -8.549
H -8.053 -5.170 -9.247
H -6.254 -5.608 -7.591
H -6.547 -4.926 -5.229
```

---

5.
Entry from OMol25: 2 unconnected molecules or ions with the total composition C5H8FN at a distorted geometry (ωB97M-V with the def2-TZVPD basis set).

E_tot (eV): -9517.6038
HOMO (eV): -8.82
LUMO (eV): 0.904
Charge: 0
HOMO-LUMO gap (eV): 9.72

```
15
C5H8FN ωB97M-V with the def2-TZVPD basis set
C 2.646 1.697 -0.269
C 2.281 0.568 -0.148
C -1.315 -0.691 0.373
C 2.030 -0.852 -0.070
C -2.329 -0.444 -0.735
N -1.412 0.259 1.250
F -3.256 0.582 -0.439
H 3.063 2.597 -0.566
H -0.917 0.365 2.085
H 1.432 -1.218 -1.038
H 2.968 -1.333 0.149
H 1.293 -0.977 0.812
H -2.835 -1.293 -0.918
H -1.586 -0.257 -1.641
H -2.063 0.997 1.156
```

---

6.
Entry from OMol25: 3 unconnected molecules or ions with the total composition C3H15N5 (ωB97M-V with the def2-TZVPD basis set).

E_tot (eV): -10802.9995
HOMO (eV): -8.80
LUMO (eV): 0.802
Charge: 0
Structure (SMILES): [H]/N=C\N.NNN.CC
HOMO-LUMO gap (eV): 9.60

```
23
C3H15N5 ωB97M-V with the def2-TZVPD basis set
H 2.050 0.525 1.778
N 1.941 0.156 0.835
C 1.578 1.013 -0.017
N 1.356 2.336 0.171
H 1.462 0.678 -1.043
H 0.952 2.903 -0.559
H 1.366 2.713 1.106
N -0.136 -2.024 0.788
N -0.092 -2.451 -0.564
N 1.182 -2.835 -1.055
H 0.645 -1.393 1.007
H -0.065 -2.846 1.384
H -0.400 -1.662 -1.130
H 1.914 -2.175 -0.774
H 1.412 -3.750 -0.674
C -1.818 0.982 0.591
C -1.967 1.224 -0.903
H -1.267 1.793 1.064
H -2.798 0.921 1.058
H -1.294 0.048 0.782
H -2.522 0.410 -1.362
H -0.996 1.283 -1.388
H -2.503 2.151 -1.096
```

---

7.
Entry from OMol25: a molecular structure, C40H82GeKN2O12S4Si4 (ωB97M-V with the def2-TZVPD basis set).

E_tot (eV): -218063.0837
HOMO (alpha / beta) (eV): -2.14 / -2.14
LUMO (alpha / beta) (eV): 3.390 / 3.383
Charge: -2
⟨S²⟩: 0.754
HOMO-LUMO gap (alpha / beta) (eV): 5.53 / 5.53
2S+1: 2

```
146
C40H82GeKN2O12S4Si4 ωB97M-V with the def2-TZVPD basis set
K 1.044 -0.489 1.430
C -1.476 1.268 -0.148
C -2.207 0.252 2.035
O -1.301 -0.599 2.733
C -1.034 -0.255 4.086
C 0.075 -1.147 4.596
O 1.318 -0.673 4.113
C 2.403 -1.551 4.362
C 3.638 -1.009 3.657
O 3.546 -1.071 2.254
C 4.186 -2.153 1.598
C 3.536 -3.487 1.896
O 2.150 -3.467 1.555
C 1.911 -3.975 0.243
C 0.517 -3.611 -0.195
O 0.498 -2.236 -0.521
C -0.736 -1.780 -1.057
C -0.533 -0.392 -1.619
O -0.322 0.592 -0.608
H -1.430 2.302 -0.511
H -2.381 0.789 -0.536
H -2.738 -0.382 1.321
H -2.925 0.675 2.740
H -1.933 -0.419 4.692
H -0.740 0.794 4.181
H -0.101 -2.175 4.250
H 0.077 -1.151 5.694
H 2.152 -2.554 4.000
H 2.595 -1.611 5.443
H 4.526 -1.542 4.019
H 3.736 0.049 3.918
H 5.257 -2.179 1.838
H 4.105 -1.948 0.529
H 4.062 -4.269 1.342
H 3.601 -3.730 2.961
H 2.019 -5.066 0.249
H 2.629 -3.560 -0.470
H -0.215 -3.834 0.592
H 0.258 -4.203 -1.083
H -1.528 -1.786 -0.297
H -1.073 -2.454 -1.856
H -1.398 -0.134 -2.239
H 0.363 -0.384 -2.244
C 1.797 2.884 -2.097
Si 3.310 3.197 -0.998
C 4.663 2.031 -1.612
C 3.904 4.937 -1.494
Ge 2.738 2.760 1.288
Si 1.932 4.949 1.821
C 1.111 4.986 3.538
C 0.636 5.539 0.554
C 3.121 6.435 1.916
Si 4.937 2.985 2.202
C 5.926 1.373 2.070
C 6.129 4.276 1.471
C 4.860 3.384 4.059
H 2.029 3.022 -3.158
H 0.977 3.559 -1.833
H 1.441 1.863 -1.949
H 4.819 2.150 -2.690
H 4.403 0.985 -1.430
H 5.616 2.226 -1.112
H 4.132 4.953 -2.566
H 4.806 5.222 -0.949
H 3.145 5.699 -1.300
H 0.595 4.056 3.783
H 0.394 5.809 3.625
H 1.884 5.138 4.299
H 0.011 4.728 0.177
H 1.142 5.979 -0.311
H -0.019 6.305 0.984
H 3.874 6.296 2.696
H 2.558 7.347 2.151
H 3.643 6.590 0.970
H 5.952 1.015 1.038
H 5.481 0.575 2.669
H 6.959 1.523 2.405
H 6.360 4.035 0.429
H 7.071 4.272 2.032
H 5.717 5.285 1.492
H 4.324 2.595 4.595
H 4.326 4.320 4.244
H 5.865 3.472 4.488
O -1.938 2.773 3.345
S -1.324 2.827 1.997
N -1.554 1.310 1.298
C -7.737 -2.421 1.287
C -7.652 -1.000 0.733
C -9.051 -0.484 0.409
C -6.974 -0.074 1.739
O -6.952 -1.016 -0.499
Si -5.308 -1.055 -0.807
S -4.230 -2.311 0.359
O -5.305 -1.283 -2.454
C -5.502 -2.434 -3.256
C -4.316 -3.384 -3.133
C -5.609 -1.919 -4.688
C -6.794 -3.142 -2.857
O -4.748 0.515 -0.684
C -5.083 1.680 -1.432
C -4.786 2.861 -0.516
C -6.557 1.707 -1.834
C -4.208 1.745 -2.684
H -8.315 -2.442 2.215
H -6.732 -2.800 1.475
H -8.225 -3.071 0.558
H -9.679 -0.467 1.302
H -9.518 -1.129 -0.338
H -8.993 0.527 0.001
H -7.547 -0.043 2.669
H -6.904 0.940 1.337
H -5.966 -0.432 1.957
H -3.392 -2.860 -3.388
H -4.440 -4.229 -3.815
H -4.216 -3.749 -2.111
H -4.694 -1.389 -4.959
H -6.449 -1.225 -4.771
H -5.761 -2.741 -5.391
H -6.721 -3.530 -1.840
H -6.994 -3.973 -3.539
H -7.631 -2.443 -2.889
H -5.396 2.791 0.387
H -5.003 3.808 -1.016
H -3.737 2.860 -0.218
H -7.197 1.673 -0.951
H -6.806 0.854 -2.466
H -6.763 2.630 -2.382
H -3.150 1.766 -2.413
H -4.428 2.650 -3.258
H -4.389 0.873 -3.309
O 5.397 -6.352 -0.855
S 6.115 -5.156 -1.231
O 7.412 -4.976 -0.627
N 5.184 -3.840 -1.063
C 4.912 -3.251 -2.222
S 3.941 -1.911 -2.447
C 5.541 -3.958 -3.399
C 5.470 -3.634 -4.744
C 6.133 -4.446 -5.654
C 6.853 -5.563 -5.231
C 6.923 -5.888 -3.883
C 6.256 -5.066 -2.997
H 4.905 -2.761 -5.047
H 6.092 -4.210 -6.711
H 7.361 -6.181 -5.962
H 7.477 -6.752 -3.538
```

---

8.
Entry from OMol25: a molecular structure, C27H21Cl3MnN7O3S2 at a distorted geometry (ωB97M-V with the def2-TZVPD basis set).

E_tot (eV): -135458.9094
HOMO (alpha / beta) (eV): -14.13 / -14.12
LUMO (alpha / beta) (eV): -7.731 / -6.291
Charge: +2
⟨S²⟩: 6.123
HOMO-LUMO gap (alpha / beta) (eV): 6.39 / 7.83
2S+1: 5

```
64
C27H21Cl3MnN7O3S2 ωB97M-V with the def2-TZVPD basis set
Mn 2.922 -21.280 -0.286
C 2.449 -23.831 3.353
C 1.338 -24.614 3.030
C 0.709 -24.452 1.797
C 1.130 -23.455 0.932
N 2.231 -22.747 1.205
C 2.841 -22.901 2.366
C 0.595 -23.304 -0.424
C -0.458 -24.047 -0.903
C -0.854 -23.838 -2.216
C -0.183 -22.882 -2.992
C 0.883 -22.203 -2.471
N 1.238 -22.429 -1.177
C 1.685 -21.128 -3.138
C 1.651 -20.828 -4.496
C 2.448 -19.807 -5.022
C 3.209 -19.086 -4.134
C 3.193 -19.407 -2.801
N 2.467 -20.426 -2.312
H 3.026 -23.838 4.259
H 0.952 -25.369 3.683
H -0.156 -25.073 1.551
H 3.655 -22.245 2.453
H -0.901 -24.805 -0.253
H -1.706 -24.431 -2.607
H -0.508 -22.744 -4.042
H 1.019 -21.422 -5.197
H 2.475 -19.592 -6.088
H 3.729 -18.219 -4.445
H 3.680 -18.806 -2.076
S 4.598 -20.167 0.997
C 5.018 -18.635 0.328
N 4.463 -17.407 0.500
C 5.423 -16.369 0.091
C 6.316 -17.224 -0.857
N 6.147 -18.578 -0.350
H 3.791 -17.290 1.222
H 6.008 -16.003 0.920
H 4.989 -15.499 -0.357
H 7.356 -16.965 -0.815
H 5.972 -17.179 -1.915
H 6.608 -19.402 -0.723
O 7.711 -20.148 -2.319
S 6.735 -21.036 -2.889
O 6.280 -20.821 -4.235
N 5.420 -21.086 -1.869
C 5.252 -22.276 -1.442
O 4.219 -22.613 -0.645
C 6.144 -23.338 -1.978
C 5.989 -24.726 -1.842
C 6.875 -25.489 -2.582
C 7.772 -24.914 -3.471
C 7.893 -23.516 -3.596
C 7.063 -22.748 -2.821
H 5.217 -25.208 -1.226
H 6.873 -26.574 -2.447
H 8.293 -25.569 -4.164
H 8.603 -23.030 -4.263
Cl -0.724 -17.288 1.628
C -0.949 -18.847 0.788
Cl -1.844 -18.579 -0.724
Cl -1.742 -20.008 1.881
C 0.364 -19.446 0.573
N 1.377 -19.929 0.344
```